Formula: C19H38AgFN2O10Pb2S
Source: the Open Molecules 2025 dataset
Level of theory: wB97M-V/def2-TZVPD

ORCA input file:
```
! RIJCOSX wB97M-V def2-TZVPD def2/J DEFGRID3
* xyz 4 3
Pb -1.7502 2.7476 -0.5087
Pb -2.6176 -3.2681 -0.4007
Ag -0.4195 -2.8360 -2.9295
C 2.7309 1.6737 -0.7861
C 3.0671 0.2593 -0.8839
C 4.1468 -0.2501 0.0472
O 4.3416 -1.6363 0.1142
C 5.1679 -2.0484 1.2094
N 1.8488 -0.5811 -0.6720
H 0.9837 -0.1065 -0.8878
H 1.9440 -1.3967 -1.2600
H 1.8352 -0.7212 0.3282
H 1.9115 1.9493 -1.4500
H 3.6481 2.2478 -0.9170
H 2.3763 1.9525 0.2061
H 3.3646 0.1001 -1.9203
H 4.0612 0.1270 1.0663
H 5.0893 0.0303 -0.4231
H 6.2110 -1.7657 1.0679
H 5.1548 -3.1253 1.0412
H 4.8063 -1.8730 2.2227
C -5.8894 1.0826 -3.3792
C -5.0602 0.0632 -4.2350
C -5.1458 0.0577 -5.8649
O -4.5881 1.3321 -6.3319
C -4.9413 1.5588 -7.7581
N -3.5403 0.2383 -3.8981
H -3.1156 -0.5570 -4.3533
H -3.2686 1.0758 -4.3929
H -3.3647 0.2796 -2.9043
H -5.5879 2.1289 -3.3284
H -5.8837 0.6777 -2.3673
H -6.9482 1.0829 -3.6381
H -5.1987 -0.9664 -3.9051
H -6.1881 -0.0852 -6.1497
H -4.6144 -0.8196 -6.2339
H -4.7910 0.6647 -8.3631
H -4.3538 2.3516 -8.2213
H -5.9548 1.8345 -8.0495
C 1.0876 -4.2487 -0.0765
O 0.0233 -3.6543 -0.7021
H 1.9779 -3.7300 -0.4322
H 0.9193 -4.3097 0.9987
H 1.2114 -5.3080 -0.3013
S -1.6138 -0.2471 -0.7705
O -1.1852 -1.2132 -1.8115
O -0.5375 0.5654 -0.3228
O -2.6270 0.6700 -1.3291
O -2.2333 -0.9583 0.3517
C 2.9340 1.8462 4.7532
C 1.5653 2.5798 4.3375
C 1.8233 4.0388 3.9772
O 0.8371 4.2075 3.1079
C 0.5232 3.0192 2.5115
O -0.0685 2.9016 1.4111
O 1.1831 2.1013 3.0842
H 2.7001 0.8779 5.1958
H 3.4350 2.4238 5.5300
H 3.6754 1.8118 3.9549
H 0.8796 2.6123 5.1842
H 2.8063 4.1577 3.5214
H 1.5569 4.4629 4.9453
F 1.3291 -1.4708 6.9825
C 1.1221 -1.4205 5.6489
C 1.8096 -2.2397 4.8207
C 1.4816 -2.3521 3.5278
C 0.4595 -1.6377 2.8878
C -0.1608 -0.6729 3.7660
C 0.1275 -0.6344 5.1009
H 2.5963 -2.7931 5.3118
H 2.0379 -3.0461 2.9153
H 0.2262 -1.7870 1.8439
H -0.9509 -0.0321 3.4034
H -0.4191 0.0001 5.7829
*
```

## Properties
Electronic energy: -71777.232 eV
LUMO energy (alpha / beta): -12.9 / -14.6 eV
Frontier orbital gap (alpha / beta): 3.08 / 3.33 eV

=====

Formula: C19H38BCl32F3O2
Source: the Open Molecules 2025 dataset
Level of theory: wB97M-V/def2-TZVPD

ORCA input file:
```
! RIJCOSX wB97M-V def2-TZVPD def2/J DEFGRID3
* xyz 0 1
C -2.2176 -4.0898 -1.0915
B -2.4141 -2.5413 -1.2791
O -1.4175 -1.7200 -1.7946
C -3.8220 -1.8859 -0.8929
O -4.7805 -2.8372 -0.3552
C -5.5385 -3.4840 -1.2210
F -5.4227 -4.7870 -1.0754
F -6.8162 -3.2087 -0.9972
F -5.2938 -3.2211 -2.4914
H -2.6098 -4.4381 -0.1432
H -1.1831 -4.3859 -1.2322
H -2.8221 -4.5917 -1.8493
H -1.6013 -1.5875 -2.7392
H -3.5834 -1.2209 -0.0630
H -4.2275 -1.2374 -1.6714
C -3.1066 -3.3562 -5.5024
Cl -3.1444 -1.6791 -4.9377
Cl -1.4944 -4.0495 -5.3241
H -3.8073 -3.9390 -4.9149
H -3.3859 -3.3768 -6.5494
C 1.9518 -2.2521 -1.9858
Cl 2.0480 -3.9219 -1.4155
Cl 2.8964 -1.1477 -0.9688
H 2.3408 -2.2102 -2.9964
H 0.9121 -1.9409 -1.9644
C -6.0380 0.8712 -3.3850
Cl -6.1374 1.9661 -4.7654
Cl -4.3916 0.7846 -2.7364
H -6.6989 1.2286 -2.6040
H -6.3364 -0.1221 -3.7028
C 4.6511 -2.4461 2.4394
Cl 4.0756 -1.8177 3.9917
Cl 4.2192 -4.1436 2.2190
H 4.2032 -1.8648 1.6408
H 5.7309 -2.3585 2.4100
C 1.8686 1.2496 3.9263
Cl 0.7402 1.2621 2.5682
Cl 1.1090 1.8428 5.4109
H 2.2070 0.2359 4.0866
H 2.7090 1.8911 3.6835
C 2.0878 4.1271 0.7619
Cl 1.9118 5.8133 1.2669
Cl 3.7452 3.5480 1.0055
H 1.4220 3.5171 1.3554
H 1.8453 4.0308 -0.2921
C 3.1072 2.3375 -3.0754
Cl 1.6006 2.9628 -2.3886
Cl 3.3405 2.8770 -4.7408
H 3.9346 2.6915 -2.4729
H 3.0693 1.2543 -3.0594
C -1.7601 5.1134 3.1222
Cl -0.6303 6.0803 4.0765
Cl -0.9494 4.3248 1.7664
H -2.1895 4.3509 3.7617
H -2.5388 5.7623 2.7385
C 7.0274 4.7751 -0.2153
Cl 5.8123 4.4157 -1.4463
Cl 8.0695 6.1179 -0.6954
H 6.5170 5.0401 0.7044
H 7.6407 3.8943 -0.0653
C -5.3310 3.7712 -8.3685
Cl -5.8814 4.3874 -6.8055
Cl -5.7806 2.0779 -8.6019
H -5.7853 4.3629 -9.1544
H -4.2514 3.8537 -8.4127
C 1.6024 5.8833 6.8690
Cl 1.5336 7.5718 7.3995
Cl 3.2236 5.2082 7.0583
H 0.9094 5.3018 7.4658
H 1.3248 5.8363 5.8236
C 4.6186 -4.9197 -4.1155
Cl 3.2702 -4.0636 -4.8760
Cl 4.3885 -6.6699 -4.1596
H 5.5302 -4.6722 -4.6468
H 4.6887 -4.6034 -3.0804
C 5.3193 -9.9523 -2.3585
Cl 4.2168 -9.8825 -3.7372
Cl 4.5377 -9.4175 -0.8668
H 5.6512 -10.9759 -2.2306
H 6.1652 -9.3047 -2.5591
C 0.1775 -3.4246 3.6152
Cl 0.8670 -1.9634 4.3261
Cl 0.5488 -3.5128 1.8894
H 0.5963 -4.2921 4.1141
H -0.8943 -3.4030 3.7402
C -3.7864 -2.6599 5.7440
Cl -3.6575 -1.3250 4.5938
Cl -2.2730 -3.5676 5.8549
H -4.0219 -2.2576 6.7222
H -4.5706 -3.3311 5.4140
C -1.7374 9.4407 6.3342
Cl -3.0446 8.3986 5.7581
Cl -2.2573 11.1236 6.4806
H -1.4163 9.0886 7.3073
H -0.9164 9.3891 5.6283
*
```

## Properties
Electronic energy: -433962.457 eV
LUMO energy: 0.2 eV
Frontier orbital gap: 10.25 eV

=====

Formula: C19H38ClN3O3
Source: the Open Molecules 2025 dataset
Level of theory: wB97M-V/def2-TZVPD

ORCA input file:
```
! RIJCOSX wB97M-V def2-TZVPD def2/J DEFGRID3
* xyz 0 1
C 3.0656 0.7535 2.5450
C 2.8228 1.5072 1.2411
Cl 4.3167 1.3969 0.2297
C 1.7060 0.9057 0.4008
C 0.3515 0.8630 1.0093
C -0.3880 1.7562 1.6803
N -0.0606 3.0336 2.1381
C -1.7819 1.2556 1.7106
O -2.7757 1.8709 1.9233
O -1.7972 -0.0370 1.2115
C -0.4676 -0.3674 1.0103
O -0.0570 -1.4857 1.0526
H 3.7508 -0.0673 2.3678
H 3.5452 1.4202 3.2566
H 2.1299 0.3940 2.9650
H 2.7029 2.5720 1.3958
H 1.6096 1.5459 -0.4816
H 1.9609 -0.0703 0.0009
H -0.4428 3.1376 3.0757
H 0.9456 3.0477 2.2586
C 7.4736 -4.9965 -2.2167
C 6.4068 -3.9302 -2.0186
N 6.9359 -2.6886 -1.4855
C 5.9089 -1.7770 -1.0152
C 4.9234 -1.2020 -2.0391
C 8.0192 -2.0902 -2.2450
C 7.7643 -1.7493 -3.7192
H 8.0332 -5.1593 -1.2949
H 7.0038 -5.9388 -2.5011
H 8.1776 -4.7330 -3.0066
H 5.6724 -4.3076 -1.3022
H 5.8677 -3.7870 -2.9690
H 6.3984 -0.9526 -0.4897
H 5.3332 -2.3064 -0.2485
H 5.3825 -0.4414 -2.6702
H 4.0958 -0.7249 -1.5178
H 4.5002 -1.9755 -2.6816
H 8.8770 -2.7656 -2.1965
H 8.3426 -1.1898 -1.7169
H 7.2718 -2.5661 -4.2487
H 8.7160 -1.5644 -4.2213
H 7.1592 -0.8518 -3.8375
C -9.9848 1.2165 1.7652
C -8.5291 0.7957 1.6282
N -7.9873 1.0443 0.3059
C -6.7129 0.3867 0.0696
C -5.5068 0.8197 0.9102
C -8.0950 2.4121 -0.1687
C -7.4583 3.5218 0.6790
H -10.5948 0.7574 0.9862
H -10.3713 0.8964 2.7337
H -10.1077 2.2986 1.7077
H -8.4634 -0.2800 1.8119
H -7.9428 1.2824 2.4244
H -6.4666 0.4953 -0.9905
H -6.8716 -0.6860 0.2216
H -5.1232 1.7927 0.6118
H -4.6937 0.1047 0.7794
H -5.7386 0.8542 1.9750
H -9.1563 2.6442 -0.2896
H -7.6837 2.4499 -1.1804
H -7.6994 3.4167 1.7377
H -7.8381 4.4929 0.3544
H -6.3747 3.5495 0.5776
*
```

## Properties
Electronic energy: -43454.246 eV
LUMO energy: -0.6 eV
Frontier orbital gap: 7.27 eV
SMILES: C[C@@H](Cl)CC1=C(N)C(=O)OC1=O.CCN(CC)CC.CCN(CC)CC

=====

- The lowest electronic energy belongs to which entry?
  C19H38BCl32F3O2

=====

- What is the electronic energy in the second record?
  -433962.457 eV